# 1
Entry from the Open Molecules 2025 dataset: C32H37N10NdO2PS5Se2 as an isolated structure (ωB97M-V with the def2-TZVPD basis set).

Total charge: -1
Gap between HOMO and LUMO (alpha / beta) in eV: 5.58 / 5.61
Multiplicity: 4
HOMO level (alpha / beta) in eV: -3.6 / -3.6
LUMO level (alpha / beta) in eV: 1.971 / 1.972

Positions of all 90 atoms, in Å:
Nd  0.16  0.33  -0.82
N  3.92  1.33  -3.16
C  3.37  0.94  -1.99
N  2.06  0.87  -2.13
C  1.86  1.24  -3.44
N  2.99  1.53  -4.11
C  0.52  1.28  -3.97
C  0.24  1.64  -5.28
N  -1.03  1.68  -5.77
C  -2.00  1.34  -4.89
C  -1.72  0.98  -3.58
N  -0.46  0.94  -3.09
H  4.90  1.48  -3.39
H  3.93  0.72  -1.10
H  1.02  1.91  -5.98
H  -3.01  1.36  -5.27
H  -2.51  0.71  -2.89
Se  0.12  -2.46  0.07
P  1.95  -2.32  1.02
Se  2.54  -0.16  0.63
C  3.11  -3.51  0.19
C  2.81  -4.88  0.17
C  3.69  -5.78  -0.45
C  4.86  -5.31  -1.06
C  5.15  -3.94  -1.04
C  4.28  -3.05  -0.42
C  1.68  -2.65  2.81
C  1.15  -3.88  3.24
C  0.95  -4.13  4.60
C  1.27  -3.15  5.54
C  1.81  -1.93  5.13
C  2.01  -1.68  3.77
H  1.91  -5.26  0.63
H  3.46  -6.84  -0.47
H  5.54  -6.00  -1.54
H  6.06  -3.58  -1.51
H  4.53  -1.99  -0.41
H  0.88  -4.64  2.52
H  0.53  -5.07  4.92
H  1.12  -3.34  6.60
H  2.06  -1.17  5.86
H  2.42  -0.73  3.47
C  0.39  2.72  3.88
C  -0.21  1.35  3.58
S  -0.32  0.84  1.83
C  -1.42  2.12  1.14
C  -0.66  3.33  0.62
S  0.97  2.81  0.02
C  2.06  4.08  0.76
C  1.98  4.36  2.26
S  2.13  2.92  3.36
H  0.39  2.85  4.97
H  -0.24  3.51  3.49
H  -1.22  1.30  4.00
H  0.37  0.57  4.10
H  -2.19  2.41  1.87
H  -1.95  1.65  0.30
H  -0.58  4.09  1.40
H  -1.21  3.79  -0.20
H  1.89  5.01  0.21
H  3.09  3.77  0.51
H  1.09  4.94  2.50
H  2.82  5.02  2.51
C  -5.10  -2.38  -3.53
O  -4.02  -1.79  -2.83
C  -2.88  -1.47  -3.48
S  -2.68  -1.74  -5.14
S  -1.75  -0.80  -2.43
H  -5.91  -2.56  -2.81
H  -4.83  -3.36  -3.95
H  -5.50  -1.71  -4.30
N  -1.50  2.01  -0.85
C  -2.15  2.95  -1.05
C  -2.94  4.09  -1.30
C  -2.74  5.27  -0.54
N  -2.58  6.23  0.09
C  -3.93  4.07  -2.31
N  -4.74  4.04  -3.13
C  -3.09  -0.22  2.78
N  -3.57  -0.81  1.56
C  -2.83  -0.78  0.42
N  -3.44  -1.39  -0.62
O  -1.73  -0.27  0.31
H  -3.83  -0.36  3.57
H  -2.91  0.85  2.62
H  -2.15  -0.70  3.07
H  -4.47  -1.26  1.56
H  -4.35  -1.81  -0.56
H  -2.95  -1.40  -1.50
H  1.25  -0.93  -2.18

# 2
Entry from the Open Molecules 2025 dataset: C32H37N11S2Zr as an isolated structure (ωB97M-V with the def2-TZVPD basis set).

Total charge: +2
ΔE to the lowest compared entry with this formula, charge and spin in kJ/mol: 22.61
Gap between HOMO and LUMO in eV: 6.71
HOMO level in eV: -13.0
LUMO level in eV: -6.261

Positions of all 83 atoms, in Å:
Zr  0.24  -0.27  -0.32
C  1.87  2.31  -1.67
N  0.58  1.60  -1.80
C  0.43  1.21  -3.24
C  -0.57  2.44  -1.48
C  -0.55  3.83  -1.49
C  -1.72  4.54  -1.23
C  -2.90  3.86  -0.97
C  -2.92  2.47  -0.95
C  -1.75  1.74  -1.19
N  -1.64  0.34  -1.04
C  -2.84  -0.40  -1.27
C  -3.59  -0.15  -2.42
C  -4.78  -0.81  -2.67
C  -5.26  -1.74  -1.75
C  -4.51  -2.02  -0.61
C  -3.30  -1.37  -0.37
N  -2.48  -1.73  0.78
C  -2.97  -1.12  2.02
C  -2.45  -3.18  1.00
H  1.95  3.11  -2.42
H  2.68  1.61  -1.83
H  1.95  2.75  -0.68
H  0.36  2.11  -3.84
H  -0.49  0.63  -3.37
H  1.29  0.63  -3.55
H  0.36  4.37  -1.71
H  -1.70  5.62  -1.23
H  -3.81  4.40  -0.78
H  -3.84  1.95  -0.73
H  -3.23  0.59  -3.13
H  -5.34  -0.60  -3.57
H  -6.20  -2.25  -1.92
H  -4.88  -2.75  0.09
H  -3.89  -1.60  2.37
H  -3.20  -0.07  1.87
H  -2.21  -1.22  2.80
H  -3.39  -3.55  1.43
H  -1.65  -3.41  1.71
H  -2.29  -3.73  0.07
N  4.67  -1.42  -1.38
C  3.52  -0.89  -0.94
S  2.07  -1.22  -1.86
N  3.57  -0.17  0.15
N  2.37  0.33  0.56
C  2.41  1.04  1.65
C  3.65  1.30  2.41
C  3.73  0.87  3.73
C  4.87  1.13  4.48
C  5.92  1.84  3.91
C  5.83  2.29  2.60
C  4.70  2.01  1.85
C  1.13  1.61  2.09
C  1.09  2.58  3.08
C  -0.13  3.13  3.44
C  -1.28  2.71  2.78
C  -1.15  1.76  1.80
N  0.01  1.20  1.45
H  4.68  -2.00  -2.20
H  5.51  -1.28  -0.86
H  2.91  0.32  4.18
H  4.94  0.78  5.50
H  6.81  2.05  4.50
H  6.65  2.84  2.16
H  4.65  2.34  0.82
H  2.00  2.89  3.56
H  -0.18  3.89  4.21
H  -2.25  3.12  3.01
H  -2.01  1.44  1.23
C  -0.79  -4.98  -2.90
C  -0.14  -4.72  -1.60
N  0.45  -5.58  -0.83
N  0.89  -4.85  0.24
C  0.60  -3.56  0.16
S  0.94  -2.32  1.26
N  -0.06  -3.46  -1.02
N  -0.58  -2.26  -1.49
H  -0.75  -6.05  -3.10
H  -0.27  -4.46  -3.71
H  -1.83  -4.67  -2.89
H  1.39  -5.31  0.98
H  -0.32  -2.15  -2.47
H  -1.60  -2.26  -1.42

# 3
Entry from the Open Molecules 2025 dataset: C32H37N3PPd as an isolated structure (ωB97M-V with the def2-TZVPD basis set).

Total charge: +1
ΔE to the lowest compared entry with this formula, charge and spin in kJ/mol: 0.00
Gap between HOMO and LUMO (alpha / beta) in eV: 6.65 / 5.10
Multiplicity: 5
HOMO level (alpha / beta) in eV: -9.0 / -10.8
LUMO level (alpha / beta) in eV: -2.369 / -5.699

Positions of all 74 atoms, in Å:
Pd  0.00  0.00  0.00
C  -1.37  -0.37  5.12
C  0.03  -0.03  4.60
C  0.46  1.35  5.12
C  1.03  -1.10  5.08
C  0.01  -0.01  3.12
N  0.00  0.00  1.96
H  -1.39  -0.39  6.22
H  -1.71  -1.35  4.76
H  -2.11  0.37  4.79
H  0.48  1.37  6.22
H  -0.23  2.13  4.79
H  1.46  1.62  4.76
H  1.07  -1.14  6.18
H  2.04  -0.89  4.72
H  0.75  -2.09  4.72
C  1.82  -4.80  -0.57
N  2.38  -3.60  0.06
C  1.86  -3.49  1.43
C  2.04  -2.40  -0.73
C  2.78  -1.16  -0.30
C  4.18  -1.13  -0.24
C  4.85  0.04  0.14
C  4.12  1.19  0.44
C  2.73  1.17  0.37
C  2.06  0.00  0.00
H  2.10  -5.69  -0.01
H  2.24  -4.92  -1.58
H  0.73  -4.76  -0.65
H  2.12  -4.38  2.01
H  0.77  -3.36  1.46
H  2.32  -2.64  1.96
H  0.96  -2.22  -0.72
H  2.31  -2.57  -1.78
H  4.75  -2.03  -0.47
H  5.93  0.05  0.19
H  4.64  2.10  0.74
H  2.15  2.06  0.61
N  -1.99  0.00  0.00
P  -2.83  -0.73  -1.23
C  -4.58  -0.50  -0.96
C  -5.50  -1.20  -1.75
C  -6.87  -1.04  -1.56
C  -7.34  -0.19  -0.56
C  -6.44  0.51  0.24
C  -5.07  0.36  0.04
C  -2.46  -2.47  -1.18
C  -2.29  -3.21  -2.36
C  -2.01  -4.58  -2.31
C  -1.92  -5.22  -1.07
C  -2.10  -4.50  0.10
C  -2.37  -3.13  0.05
C  -2.26  0.06  -2.72
C  -0.92  -0.10  -3.12
C  -0.45  0.51  -4.29
C  -1.30  1.28  -5.07
C  -2.63  1.46  -4.68
C  -3.10  0.85  -3.51
H  -5.15  -1.87  -2.53
H  -7.57  -1.59  -2.18
H  -8.41  -0.07  -0.40
H  -6.80  1.17  1.02
H  -4.38  0.91  0.67
H  -2.37  -2.73  -3.33
H  -1.88  -5.14  -3.23
H  -1.71  -6.29  -1.03
H  -2.03  -5.00  1.06
H  -2.52  -2.58  0.98
H  -0.24  -0.69  -2.52
H  0.59  0.37  -4.58
H  -0.93  1.76  -5.97
H  -3.29  2.07  -5.28
H  -4.14  1.01  -3.23
H  0.00  1.69  0.00

# 4
Entry from the Open Molecules 2025 dataset: C32H38BN13OSTc as an isolated structure (ωB97M-V with the def2-TZVPD basis set).

Total charge: +3
Gap between HOMO and LUMO (alpha / beta) in eV: 5.95 / 5.97
HOMO level (alpha / beta) in eV: -16.0 / -16.0
LUMO level (alpha / beta) in eV: -10.056 / -10.064

Positions of all 87 atoms, in Å:
Tc  -0.41  0.01  0.12
C  -1.88  -2.42  2.58
C  -0.57  -1.78  2.86
C  0.15  -1.97  4.05
C  1.30  -1.25  3.91
N  1.28  -0.66  2.68
N  0.11  -0.97  2.03
B  2.29  0.26  2.17
N  1.86  1.49  1.51
C  2.44  2.73  1.64
C  1.52  3.67  1.33
C  0.34  2.97  1.02
C  -0.96  3.60  0.64
N  0.54  1.66  1.12
N  2.92  -1.32  -0.20
C  4.71  -0.67  -2.18
C  4.35  -1.94  -2.37
C  3.14  -2.70  -1.94
C  2.82  -3.90  -2.78
N  2.40  -2.49  -0.92
N  3.68  -0.02  2.36
C  4.29  -1.12  2.94
C  5.63  -0.98  2.78
C  5.80  0.25  2.07
C  7.08  0.88  1.66
N  4.64  0.81  1.81
H  -2.51  -2.36  3.47
H  -2.40  -2.00  1.73
H  -1.72  -3.48  2.38
H  -0.16  -2.54  4.91
H  2.10  -1.07  4.61
H  3.46  2.81  1.98
H  1.64  4.74  1.36
H  -1.15  4.43  1.32
H  -0.91  4.02  -0.36
H  -1.79  2.91  0.71
H  5.64  -0.33  -2.63
H  5.03  -2.54  -2.96
H  3.54  -4.69  -2.58
H  1.82  -4.25  -2.54
H  2.88  -3.65  -3.84
H  3.73  -1.92  3.38
H  6.40  -1.65  3.12
H  7.69  1.11  2.53
H  7.67  0.20  1.03
H  6.91  1.81  1.12
O  -2.78  1.71  -2.58
C  -2.31  1.31  -1.55
N  -0.95  1.13  -1.33
C  -0.05  1.64  -2.32
C  1.33  1.19  -2.05
C  2.41  1.87  -2.70
C  3.67  1.57  -2.36
C  3.95  0.44  -1.44
C  2.73  -0.19  -0.90
N  1.48  0.19  -1.16
C  -3.10  1.01  -0.31
C  -4.43  1.35  -0.21
C  -5.06  1.22  1.02
C  -4.32  0.78  2.10
C  -2.99  0.44  1.92
N  -2.39  0.53  0.74
H  -0.07  2.73  -2.40
H  -0.31  1.29  -3.34
H  2.17  2.66  -3.39
H  4.51  2.14  -2.75
H  4.59  0.78  -0.61
H  3.89  -1.47  0.08
H  -4.94  1.73  -1.09
H  -6.11  1.47  1.14
H  -4.76  0.70  3.09
H  -2.38  0.10  2.75
C  -0.07  -4.51  0.25
N  -0.54  -4.36  -1.11
C  -0.59  -5.50  -2.04
C  -1.36  -4.95  -3.25
N  -1.51  -3.53  -2.88
C  -1.13  -3.30  -1.63
S  -1.69  -1.89  -0.78
H  0.86  -5.08  0.25
H  -0.81  -5.06  0.85
H  0.12  -3.53  0.68
H  -1.10  -6.34  -1.56
H  0.42  -5.83  -2.29
H  -2.34  -5.41  -3.35
H  -0.82  -5.06  -4.18
H  -2.10  -2.88  -3.38

# 5
Entry from the Open Molecules 2025 dataset: C32H38Cl3F4N4O2S3SiTi as an isolated structure (ωB97M-V with the def2-TZVPD basis set).

Total charge: +1
ΔE to the lowest compared entry with this formula, charge and spin in kJ/mol: 77.78
Gap between HOMO and LUMO in eV: 7.28
HOMO level in eV: -10.8
LUMO level in eV: -3.551

Positions of all 88 atoms, in Å:
Ti  1.20  0.46  1.56
C  1.18  0.51  4.73
N  2.13  0.09  3.67
C  2.69  -1.21  4.07
C  3.25  1.05  3.58
C  2.75  2.42  3.10
N  1.55  2.16  2.34
C  0.61  3.16  2.22
C  -0.74  2.80  2.23
F  -1.00  1.47  2.44
C  -1.78  3.69  2.08
F  -3.03  3.23  2.11
C  -1.51  5.03  1.93
C  -0.19  5.43  1.94
F  0.11  6.72  1.79
C  0.85  4.52  2.07
F  2.11  4.97  2.03
H  1.68  0.52  5.70
H  0.35  -0.18  4.77
H  0.79  1.51  4.53
H  3.35  -1.10  4.94
H  3.26  -1.64  3.25
H  1.90  -1.90  4.34
H  3.97  0.65  2.87
H  3.75  1.16  4.55
H  3.53  2.91  2.52
H  2.51  3.07  3.95
H  -2.32  5.75  1.82
C  1.22  -3.58  2.21
Si  2.14  -2.88  0.70
C  3.79  -3.77  0.56
C  1.11  -3.30  -0.84
C  2.44  -1.01  0.75
H  0.58  -4.41  1.90
H  0.58  -2.85  2.71
H  1.92  -3.98  2.95
H  3.64  -4.85  0.47
H  4.43  -3.61  1.44
H  4.34  -3.44  -0.32
H  1.66  -4.00  -1.48
H  0.89  -2.43  -1.45
H  0.17  -3.78  -0.58
H  2.41  -0.70  -0.31
H  3.47  -0.83  1.08
C  3.59  3.23  -2.65
O  2.31  2.79  -2.16
C  2.25  2.19  -0.99
S  3.55  1.89  -0.01
S  0.65  1.72  -0.56
H  3.37  3.77  -3.57
H  4.22  2.37  -2.86
H  4.08  3.87  -1.93
Cl  2.33  -2.16  -5.46
C  0.83  -1.89  -4.63
C  0.52  -0.63  -4.16
C  -0.66  -0.45  -3.47
C  -1.54  -1.50  -3.21
C  -2.81  -1.20  -2.41
C  -2.98  -1.96  -1.09
N  -2.12  -1.52  0.01
C  -2.40  -1.76  1.34
C  -1.35  -1.27  2.05
N  -0.43  -0.74  1.17
C  -0.93  -0.91  -0.05
O  -3.96  -1.52  -3.16
C  -4.37  -0.48  -4.04
C  -5.04  0.64  -3.30
C  -4.44  1.81  -2.94
Cl  -2.84  2.32  -3.32
S  -5.49  2.84  -2.04
C  -6.75  1.69  -2.13
C  -6.38  0.58  -2.82
C  -1.22  -2.75  -3.75
Cl  -2.28  -4.12  -3.62
C  -0.05  -2.95  -4.46
H  1.20  0.20  -4.32
H  -0.91  0.54  -3.11
H  -2.81  -0.13  -2.18
H  -2.82  -3.03  -1.25
H  -4.01  -1.82  -0.77
H  -3.31  -2.23  1.66
H  -1.21  -1.26  3.12
H  -0.46  -0.61  -0.96
H  -5.07  -0.95  -4.73
H  -3.51  -0.10  -4.62
H  -7.70  1.91  -1.67
H  -7.03  -0.27  -2.99
H  0.18  -3.93  -4.86

# 6
Entry from the Open Molecules 2025 dataset: a 6-piece molecular cluster, C32H38FO4P2 overall (ωB97M-V with the def2-TZVPD basis set).

Total charge: +1
ΔE to the lowest compared entry with this formula, charge and spin in kJ/mol: 0.00
Gap between HOMO and LUMO in eV: 6.74
HOMO level in eV: -11.0
LUMO level in eV: -4.215

Positions of all 77 atoms, in Å:
C  2.63  -3.45  0.89
O  1.79  -2.29  0.91
C  1.31  -1.89  2.16
P  1.63  -0.12  2.05
F  0.79  0.67  3.10
P  3.82  0.24  2.20
O  4.39  -1.08  1.97
O  4.16  1.32  1.13
O  4.11  0.86  3.61
H  2.16  -4.27  1.45
H  3.61  -3.23  1.29
H  2.70  -3.76  -0.15
H  1.83  -2.32  3.02
H  0.23  -2.03  2.26
H  1.18  0.30  0.79
H  3.83  2.23  1.25
H  4.28  0.12  4.22
C  1.29  -6.28  -3.11
C  1.38  -7.53  -2.51
C  0.91  -7.71  -1.21
C  0.36  -6.64  -0.52
C  0.27  -5.40  -1.13
C  0.74  -5.22  -2.42
H  1.66  -6.15  -4.12
H  1.81  -8.37  -3.05
H  0.98  -8.68  -0.74
H  -0.01  -6.79  0.49
H  -0.17  -4.56  -0.59
H  0.67  -4.24  -2.89
C  -2.78  -2.81  -5.07
C  -2.25  -3.48  -3.98
C  -2.20  -2.87  -2.73
C  -2.69  -1.58  -2.58
C  -3.22  -0.90  -3.67
C  -3.26  -1.51  -4.91
H  -2.81  -3.29  -6.03
H  -1.87  -4.49  -4.09
H  -1.78  -3.40  -1.89
H  -2.66  -1.10  -1.61
H  -3.60  0.10  -3.55
H  -3.67  -0.99  -5.76
C  1.33  -0.36  -4.15
C  1.96  0.55  -4.99
C  1.78  0.45  -6.36
C  0.99  -0.56  -6.89
C  0.36  -1.47  -6.04
C  0.53  -1.37  -4.67
H  1.47  -0.28  -3.07
H  2.58  1.33  -4.58
H  2.27  1.15  -7.02
H  0.85  -0.64  -7.96
H  -0.26  -2.25  -6.45
H  0.04  -2.07  -4.01
C  1.82  3.11  6.72
C  0.94  3.99  7.33
C  0.14  4.82  6.56
C  0.22  4.78  5.17
C  1.11  3.90  4.56
C  1.91  3.07  5.33
H  2.45  2.47  7.32
H  0.87  4.03  8.41
H  -0.55  5.51  7.03
H  -0.40  5.42  4.57
H  1.17  3.87  3.48
H  2.60  2.39  4.86
C  -3.29  6.50  3.72
C  -4.67  6.58  3.73
C  -5.36  6.80  2.54
C  -4.67  6.95  1.35
C  -3.28  6.87  1.34
C  -2.59  6.65  2.53
H  -2.75  6.33  4.64
H  -5.22  6.46  4.66
H  -6.44  6.87  2.55
H  -5.20  7.13  0.43
H  -2.74  6.99  0.41
H  -1.51  6.60  2.52